Below is 2 unconnected molecules or ions with the total composition C6H16NO, with properties calculated with the ωB97M-V functional and the def2-TZVPD basis.

Each atom is followed by the atoms it is bonded to, with distances in Å.
Cartesian coordinates (Å):
1 C 2.00495 0.93090 0.29624  C2 1.470, N7 1.522, H8 1.097, H9 1.092
2 C 0.70331 0.75948 0.95704  C1 1.470, C3 1.571, H10 1.086, H11 1.106
3 C -0.37117 0.13712 -0.00494  C2 1.571, C5 1.478, H12 1.101, H13 1.092
4 C -2.32249 -0.70090 1.30145  C5 1.333, H14 1.087, H15 1.083
5 C -1.12949 -0.89003 0.73866  C3 1.478, C4 1.333, C6 1.521
6 C -0.45605 -2.24869 0.85556  C5 1.521, H16 1.096, H17 1.091, H18 1.093
7 N 1.94973 1.99016 -0.79501  C1 1.522, H19 1.029, H20 1.021, H21 1.022
8 H 2.40958 0.07390 -0.25635  C1 1.097
9 H 2.74860 1.21600 1.04323  C1 1.092
10 H 0.72147 0.27794 1.93030  C2 1.086
11 H 0.34939 1.76399 1.25710  C2 1.106
12 H -1.06303 0.88426 -0.42329  C3 1.101
13 H 0.11471 -0.22421 -0.91366  C3 1.092
14 H -2.85591 0.24344 1.22693  C4 1.087
15 H -2.72851 -1.49441 1.91613  C4 1.083
16 H 0.58269 -2.28274 1.20268  C6 1.096
17 H -0.99761 -2.80793 1.61966  C6 1.091
18 H -0.49146 -2.76646 -0.10634  C6 1.093
19 H 1.12546 1.78103 -1.37442  N7 1.029
20 H 1.90350 2.97938 -0.54603  N7 1.021
21 H 2.71096 1.88109 -1.46863  N7 1.022
22 H -1.58378 -0.29312 -3.57022  O24 0.975
23 H -2.00128 -0.89633 -2.25546  O24 0.969
24 O -1.32357 -0.31387 -2.63062  H22 0.975, H23 0.969

Computed properties:
net charge = +1
HOMO-LUMO gap = 0.32653 hartree
energy above the lowest of the compared OMol25 structures with the same formula, charge and spin = 33.90 kcal/mol
lowest unoccupied orbital energy = -3.56 eV

Atom charges from the natural (NBO) analysis, given in e for atoms 1 to 8: C -0.206; C -0.446; C -0.469; C -0.384; C 0.006; C -0.653; N -0.677; H 0.225

=====

Below is a gas-phase ion, C6H16NO (charge +1), with properties calculated with the ωB97M-V functional and the def2-TZVPD basis.

Each atom is followed by the atoms it is bonded to, with distances in Å.
Cartesian coordinates (Å):
1 C -0.66041 2.14022 -0.88796  O2 1.430, C3 1.524, H9 1.098, H10 1.075
2 O 0.58370 1.65432 -1.39797  C1 1.430, H11 0.966
3 C -0.63192 2.10015 0.63485  C1 1.524, C4 1.521, H12 1.102, H13 1.102
4 C 0.24863 1.04764 1.28972  C3 1.521, C5 1.526, H14 1.096, H15 1.089
5 C -0.41515 -0.31628 1.45223  C4 1.526, C6 1.545, H16 1.101, H17 1.096
6 C -0.61581 -1.17830 0.18641  C5 1.545, C7 1.538, H18 1.079, H19 1.104
7 C 0.55500 -1.30683 -0.80283  C6 1.538, N8 1.571, H20 1.080, H21 1.098
8 N 1.12145 -2.76572 -0.66476  C7 1.571, H22 1.027, H23 1.018, H24 1.031
9 H -0.85747 3.11657 -1.34988  C1 1.098
10 H -1.44860 1.55338 -1.32399  C1 1.075
11 H 0.69124 1.61383 -2.35669  O2 0.966
12 H -1.66389 1.93255 0.98197  C3 1.102
13 H -0.33490 3.09743 0.99651  C3 1.102
14 H 1.26094 0.97203 0.87642  C4 1.096
15 H 0.40317 1.40685 2.30656  C4 1.089
16 H 0.20128 -0.91821 2.13744  C5 1.101
17 H -1.33818 -0.19026 2.02903  C5 1.096
18 H -1.16812 -2.07567 0.41734  C6 1.079
19 H -1.30320 -0.56585 -0.42339  C6 1.104
20 H 0.17920 -1.18397 -1.80775  C7 1.080
21 H 1.39812 -0.65291 -0.54260  C7 1.098
22 H 0.88864 -3.23042 0.22086  N8 1.027
23 H 2.13642 -2.70962 -0.72587  N8 1.018
24 H 0.76985 -3.54094 -1.24565  N8 1.031

Computed properties:
net charge = +1
HOMO-LUMO gap = 0.35262 hartree
energy above the lowest of the compared OMol25 structures with the same formula, charge and spin = 35.64 kcal/mol
lowest unoccupied orbital energy = -3.66 eV
SMILES = [NH3+]CCCCCCO

Atom charges from the natural (NBO) analysis, given in e for atoms 1 to 8: C -0.059; O -0.770; C -0.434; C -0.408; C -0.395; C -0.454; C -0.195; N -0.701

=====

Below is 2 unconnected molecules or ions with the total composition C6H16NO, with properties calculated with the ωB97M-V functional and the def2-TZVPD basis.

Each atom is followed by the atoms it is bonded to, with distances in Å.
Cartesian coordinates (Å):
1 C 2.66882 0.35054 -0.04070  O2 1.473, C3 1.547, H9 1.121, H10 1.152
2 O 2.62470 -1.05991 0.38083  C1 1.473, H11 0.982
3 C 1.55263 0.58606 -1.08591  C1 1.547, C4 1.599, H12 1.133, H13 1.079
4 C 0.15245 0.14004 -0.45459  C3 1.599, C5 1.422, H14 1.095, H15 1.122
5 C 0.04438 0.26900 0.95731  C4 1.422, C6 1.520, H17 1.111
6 C -1.11566 0.97649 1.63884  C5 1.520, C7 1.602, H18 1.189, H19 1.111
7 C -2.58571 0.88219 1.00830  C6 1.602, H20 1.138, H21 1.162, H23 1.082
8 N -2.47238 -1.69454 -2.05140  H16 1.008, H22 1.028, H24 1.017
9 H 2.55596 1.05471 0.82434  C1 1.121
10 H 3.63602 0.55454 -0.63328  C1 1.152
11 H 1.97119 -1.20374 1.09905  O2 0.982
12 H 1.81930 -0.04675 -1.98673  C3 1.133
13 H 1.48317 1.61233 -1.41052  C3 1.079
14 H -0.59418 0.60154 -1.10950  C4 1.095
15 H 0.30178 -0.92331 -0.77863  C4 1.122
16 H -2.30067 -2.16437 -1.17664  N8 1.008
17 H 0.03751 -0.71903 1.46459  C5 1.111
18 H -1.28196 0.64409 2.76809  C6 1.189
19 H -0.86894 2.05263 1.76140  C6 1.111
20 H -3.30108 1.62361 1.49186  C7 1.138
21 H -2.64863 0.94011 -0.15015  C7 1.162
22 H -3.32256 -2.00068 -2.54217  N8 1.028
23 H -2.79008 -0.14940 1.26347  C7 1.082
24 H -2.68920 -0.76119 -1.71149  N8 1.017

Computed properties:
net charge = +1
HOMO-LUMO gap = 0.22080 hartree
energy above the lowest of the compared OMol25 structures with the same formula, charge and spin = 130.39 kcal/mol
lowest unoccupied orbital energy = -7.52 eV

Atom charges from the natural (NBO) analysis, given in e for atoms 1 to 8: C -0.089; O -0.702; C -0.337; C -0.598; C 0.337; C -0.550; C -0.565; N -1.067

=====

Below is 2 unconnected molecules or ions with the total composition C6H16NO, with properties calculated with the ωB97M-V functional and the def2-TZVPD basis.

Each atom is followed by the atoms it is bonded to, with distances in Å.
Cartesian coordinates (Å):
1 C 1.52180 1.68665 -0.64492  C2 1.523, H8 1.082, H9 1.084, H10 1.098
2 C 0.31130 1.23146 0.15917  C1 1.523, C3 1.534, N7 1.555, H11 1.087
3 C 0.66085 0.36910 1.37856  C2 1.534, C4 1.504, H12 1.092, H13 1.104
4 C 0.06828 -1.00976 1.48078  C3 1.504, C5 1.328, C6 1.550
5 C 0.77410 -2.12613 1.34668  C4 1.328, H14 1.091, H15 1.080
6 C -1.43362 -0.99986 1.86254  C4 1.550, H16 1.090, H17 1.087, H18 1.089
7 N -0.48557 0.32729 -0.82333  C2 1.555, H19 1.028, H20 1.027, H21 1.025
8 H 1.31522 2.50609 -1.32000  C1 1.082
9 H 1.99470 0.79173 -1.03390  C1 1.084
10 H 2.25858 2.12943 0.03755  C1 1.098
11 H -0.40442 1.98965 0.46795  C2 1.087
12 H 0.59287 0.92608 2.31489  C3 1.092
13 H 1.75524 0.23342 1.33269  C3 1.104
14 H 1.84840 -2.01317 1.19584  C5 1.091
15 H 0.43879 -3.13187 1.13950  C5 1.080
16 H -1.96024 -1.70964 1.22445  C6 1.090
17 H -1.53149 -1.40622 2.86618  C6 1.087
18 H -1.81639 0.00917 1.71919  C6 1.089
19 H -0.93648 0.68488 -1.67540  N7 1.028
20 H -1.30910 0.04203 -0.28095  N7 1.027
21 H 0.01900 -0.55099 -0.98277  N7 1.025
22 H -1.25083 0.77074 -4.25260  O24 0.970
23 H -1.21109 -0.82442 -3.93442  O24 0.967
24 O -1.21990 0.07431 -3.57769  H22 0.970, H23 0.967

Computed properties:
net charge = +1
HOMO-LUMO gap = 0.38351 hartree
energy above the lowest of the compared OMol25 structures with the same formula, charge and spin = 28.68 kcal/mol
lowest unoccupied orbital energy = -2.95 eV

Atom charges from the natural (NBO) analysis, given in e for atoms 1 to 8: C -0.637; C -0.012; C -0.489; C -0.012; C -0.374; C -0.675; N -0.708; H 0.243

=====

Below is a gas-phase ion, C6H16NO4P2 (charge -1), with properties calculated with the ωB97M-V functional and the def2-TZVPD basis.

Each atom is followed by the atoms it is bonded to, with distances in Å.
Cartesian coordinates (Å):
1 C 2.50149 -2.83850 -0.08921  C2 1.513, H14 1.090, H15 1.090, H16 1.091
2 C 1.79573 -1.52082 0.14209  C1 1.513, O3 1.439, H17 1.089, H18 1.092
3 O 0.87182 -1.69963 1.23017  C2 1.439, P4 1.600
4 P -0.27562 -0.61733 1.49838  O3 1.600, O5 1.473, C6 1.808, O11 1.590
5 O -1.19537 -1.03618 2.56954  P4 1.473
6 C 0.56287 0.95088 1.82586  P4 1.808, C7 1.536, H19 1.092, H20 1.092
7 C 0.28025 2.07508 0.81759  C6 1.536, N8 1.447, H21 1.105, H22 1.102
8 N 1.05814 1.86888 -0.38443  C7 1.447, P9 1.590
9 P 0.46054 2.50019 -1.71581  N8 1.590, O10 1.504, H23 1.415, H24 1.438
10 O -0.95261 2.27050 -2.17567  P9 1.504
11 O -0.92548 -0.55247 0.04921  P4 1.590, C12 1.437
12 C -2.19795 0.05087 -0.23597  O11 1.437, C13 1.524, H25 1.092, H26 1.090
13 C -3.04665 -0.92678 -1.04062  C12 1.524, H27 1.090, H28 1.090, H29 1.090
14 H 1.76970 -3.64007 -0.19205  C1 1.090
15 H 3.17190 -3.08698 0.73386  C1 1.090
16 H 3.08476 -2.78778 -1.01039  C1 1.091
17 H 1.25668 -1.18751 -0.74373  C2 1.089
18 H 2.49788 -0.72579 0.40091  C2 1.092
19 H 0.29115 1.23354 2.84544  C6 1.092
20 H 1.63830 0.75993 1.80505  C6 1.092
21 H 0.50945 3.02827 1.32646  C7 1.105
22 H -0.80362 2.09975 0.62190  C7 1.102
23 H 1.41222 2.12659 -2.69462  P9 1.415
24 H 0.65281 3.92532 -1.72085  P9 1.438
25 H -2.68313 0.30950 0.70714  C12 1.092
26 H -1.99547 0.95353 -0.81152  C12 1.090
27 H -2.39563 -1.67519 -1.49185  C13 1.090
28 H -3.56726 -0.41228 -1.84802  C13 1.090
29 H -3.77690 -1.44552 -0.41885  C13 1.090

Computed properties:
net charge = -1
HOMO-LUMO gap = 0.27736 hartree
lowest unoccupied orbital energy = 3.48 eV
SMILES = CCOP(=O)(CCN=[PH2][O-])OCC

Atom charges from the natural (NBO) analysis, given in e for atoms 1 to 8: C -0.621; C -0.071; O -0.827; P 2.408; O -1.120; C -0.828; C -0.215; N -1.167

=====

Below is 2 unconnected molecules or ions with the total composition C6H16NS, with properties calculated with the ωB97M-V functional and the def2-TZVPD basis.

Each atom is followed by the atoms it is bonded to, with distances in Å.
Cartesian coordinates (Å):
1 C 2.28559 -1.70481 1.65000  C5 1.456, H9 1.070, H10 1.140, H11 1.135
2 C 0.31343 0.47975 -1.66705  N7 1.499, H12 1.137, H13 1.103, H14 1.086
3 C -2.11797 0.04101 -0.90601  N7 1.549, H15 1.194, H16 1.051, H17 1.167
4 C -0.99807 2.12506 -0.66705  N7 1.429, H18 1.124, H19 1.105, H20 1.080
5 C 1.17898 -2.14882 0.81520  C1 1.456, H21 1.122, H22 1.115
6 C -0.19637 0.34604 0.65940  N7 1.460, S8 1.753, H23 1.023
7 N -0.75054 0.71796 -0.63884  C2 1.499, C3 1.549, C4 1.429, C6 1.460
8 S 1.10762 1.28858 1.35549  C6 1.753, H24 1.319
9 H 3.11459 -2.15557 1.14534  C1 1.070
10 H 2.36072 -1.77071 2.78546  C1 1.140
11 H 2.51725 -0.60745 1.47464  C1 1.135
12 H 1.22950 0.99018 -1.22661  C2 1.137
13 H 0.43067 -0.60382 -1.83840  C2 1.103
14 H 0.02699 0.95685 -2.60005  C2 1.086
15 H -3.01516 0.55611 -0.31064  C3 1.194
16 H -2.27195 -0.09111 -1.93759  C3 1.051
17 H -2.13322 -0.99829 -0.37623  C3 1.167
18 H -1.83155 2.26681 0.07296  C4 1.124
19 H -0.17063 2.84375 -0.52745  C4 1.105
20 H -1.33434 2.32660 -1.67350  C4 1.080
21 H 0.32226 -2.70435 1.28046  C5 1.122
22 H 1.31010 -2.30825 -0.28087  C5 1.115
23 H -0.86570 0.03871 1.36971  C6 1.023
24 H 0.87158 0.83546 2.57204  S8 1.319

Computed properties:
net charge = +1
HOMO-LUMO gap (spin up / spin down) = 0.27309 / 0.32518 hartree
energy above the lowest of the compared OMol25 structures with the same formula, charge and spin = 124.57 kcal/mol
lowest unoccupied orbital energy (spin up / spin down) = -3.99 / -2.99 eV

Atom charges from the natural (NBO) analysis, given in e for atoms 1 to 8: C -0.740; C -0.399; C -0.416; C -0.425; C -0.235; C -0.270; N -0.286; S 0.100

=====

Computed max |F| (eV/A) in order:
2.4, 3.1, 6.8, 2.6, 0.3, 4.5
Computed DFT total energy (hartree) in order:
-367.92842, -367.92565, -367.77465, -367.93674, -1276.79413, -690.71301